Molecular formula: C21H19Br30ClFNO3
Method: DFT, ωB97M-V/def2-TZVPD

Structure (ORCA input):
```
! wB97M-V def2-TZVPD RIJCOSX def2/J DEFGRID3
* xyz 0 1
O 1.379 -4.324 1.557
C 1.788 -4.034 0.474
C 2.962 -3.090 0.071
C 3.660 -2.042 0.786
C 4.723 -1.339 0.037
C 5.008 -1.718 -1.348
O 5.994 -1.038 -2.091
C 4.312 -2.804 -2.054
F 4.603 -3.159 -3.335
C 3.267 -3.501 -1.314
C 2.340 -4.675 -1.748
O 2.499 -5.486 -2.626
N 1.262 -4.563 -0.782
C 0.243 -3.669 -1.451
C -0.432 -2.654 -0.461
C -1.719 -1.976 -1.093
Cl -1.375 -1.193 -2.700
H 3.374 -1.789 1.827
H 5.302 -0.528 0.535
H 5.463 -0.484 -2.699
H 0.689 -3.118 -2.320
H -0.573 -4.332 -1.860
H 0.269 -1.819 -0.207
H -0.791 -3.190 0.457
H -2.077 -1.160 -0.406
H -2.568 -2.715 -1.143
C -0.866 2.915 -3.694
Br 0.098 2.202 -2.175
Br -0.036 4.525 -4.374
Br -1.111 1.590 -5.082
H -1.855 3.193 -3.342
C 0.749 -3.073 5.329
Br 2.352 -2.592 4.362
Br 0.909 -2.685 7.216
Br -0.828 -2.258 4.559
H 0.632 -4.148 5.234
C -3.108 -2.738 -6.141
Br -1.545 -3.513 -5.309
Br -2.673 -1.144 -7.149
Br -4.060 -4.028 -7.222
H -3.777 -2.438 -5.341
C -4.286 5.756 -2.006
Br -4.346 4.770 -3.668
Br -3.283 4.804 -0.653
Br -3.627 7.555 -2.259
H -5.305 5.839 -1.649
C 4.359 -0.499 8.688
Br 5.674 0.586 9.602
Br 3.534 0.455 7.225
Br 5.096 -2.194 8.116
H 3.575 -0.719 9.406
C 1.566 -9.113 -1.033
Br 3.131 -9.942 -0.243
Br 2.004 -7.444 -1.935
Br 0.616 -10.341 -2.196
H 0.893 -8.869 -0.216
C -8.034 8.320 -2.476
Br -7.084 7.582 -0.961
Br -7.167 9.906 -3.161
Br -8.310 6.997 -3.859
H -9.014 8.620 -2.121
C 3.353 6.694 -4.691
Br 4.967 7.158 -5.652
Br 3.479 7.143 -2.815
Br 1.783 7.471 -5.511
H 3.244 5.616 -4.754
C 0.320 2.892 8.136
Br 1.299 2.129 9.622
Br 1.154 4.511 7.483
Br 0.039 1.605 6.716
H -0.659 3.168 8.511
C -4.655 2.813 2.960
Br -5.918 1.399 3.341
Br -5.473 4.560 3.087
Br -3.071 2.676 4.059
H -4.337 2.687 1.930
*
```

The HOMO energy comes out at -9.4494 eV. The frontier orbital gap is 8.42 eV. For the lowest unoccupied orbital energy, the calculation gives -0.03779 Ha. As for the largest force on an atom: 3.9 eV Å⁻¹.

Results of the Löwdin charge analysis, in e, for atoms 1 through 2:
1. O 0.122
2. C -0.361

***

Molecular formula: C5H11N2O
Method: DFT, ωB97M-V/def2-TZVPD

Structure (ORCA input):
```
! wB97M-V def2-TZVPD RIJCOSX def2/J DEFGRID3
* xyz 1 1
C -2.113 -1.193 -0.126
C -1.815 1.265 -0.493
C -1.352 -0.051 0.192
C 2.330 0.573 0.560
C 0.952 0.538 -0.098
N -1.401 -2.247 -0.208
N -0.060 -0.304 0.659
O -2.364 1.121 0.683
H -3.159 -1.302 -0.388
H -0.997 1.999 -0.682
H -2.259 1.094 -1.488
H 2.902 -0.405 0.620
H 2.895 1.215 -0.046
H 2.255 0.959 1.601
H 0.972 0.262 -1.134
H 0.665 1.517 -0.178
H -1.856 -3.177 -0.471
H 0.019 -0.091 1.589
H -0.450 -1.994 0.089
*
```

Its energy above the lowest of the compared OMol25 structures with the same formula, charge and spin is 405.5 kJ/mol. The HOMO energy comes out at -14.8378 eV. The frontier orbital gap is 10.04 eV. For the lowest unoccupied orbital energy, the calculation gives -0.17634 Ha. As for the largest force on an atom: 4.5 eV Å⁻¹.

Results of the Löwdin charge analysis, in e, for atoms 1 through 2:
1. C 0.014
2. C -0.164

***

Molecular formula: C5H10N4S2
Method: DFT, ωB97M-V/def2-TZVPD

Structure (ORCA input):
```
! wB97M-V def2-TZVPD RIJCOSX def2/J DEFGRID3
* xyz 0 1
C 1.190 -0.785 1.679
C -0.791 0.017 1.138
C 0.050 -0.132 2.214
C 0.078 -1.464 -2.190
C -0.609 -0.556 -1.229
N 1.051 -1.009 0.393
N -0.158 -0.541 0.057
N -0.176 0.173 3.543
N -0.054 1.269 -1.982
S 1.217 1.860 -1.060
S -1.409 2.205 -2.212
H 2.083 -1.087 2.189
H -1.767 0.450 1.052
H 1.152 -1.418 -2.032
H -0.162 -1.180 -3.209
H -0.249 -2.492 -2.022
H -1.675 -0.411 -1.339
H 0.662 0.298 4.090
H -0.859 0.902 3.699
H 2.176 1.328 -1.830
H -1.749 2.573 -0.948
*
```

Its energy above the lowest of the compared OMol25 structures with the same formula, charge and spin is 0.0 kJ/mol. The HOMO energy comes out at -7.5588 eV. The frontier orbital gap is 8.12 eV. For the lowest unoccupied orbital energy, the calculation gives 0.02073 Ha. As for the largest force on an atom: 3.0 eV Å⁻¹.

Results of the Löwdin charge analysis, in e, for atoms 1 through 2:
1. C -0.091
2. C -0.021

***

Molecular formula: C8H7BrCl3LiN2
Method: DFT, ωB97M-V/def2-TZVPD

Structure (ORCA input):
```
! wB97M-V def2-TZVPD RIJCOSX def2/J DEFGRID3
* xyz 0 1
Li -0.033 -1.410 0.038
C 1.004 -3.064 -0.449
H 1.233 -3.726 0.387
H 1.879 -3.185 -1.157
H 0.217 -3.676 -1.041
Br 3.752 4.039 -0.609
C 2.469 2.649 -0.391
C 2.867 1.363 -0.643
C 1.997 0.325 -0.365
N 0.750 0.533 0.040
C 0.342 1.817 0.172
C 1.140 2.917 -0.036
H 3.882 1.143 -1.011
H 2.235 -0.732 -0.511
H -0.738 1.969 0.313
H 0.854 3.941 0.152
Cl -4.323 0.969 0.405
C -4.325 -0.674 0.983
Cl -5.711 -1.561 0.507
Cl -4.202 -0.662 2.769
C -3.155 -1.312 0.397
N -2.135 -1.663 0.051
*
```

Its energy above the lowest of the compared OMol25 structures with the same formula, charge and spin is 0.0 kJ/mol. The HOMO energy comes out at -6.4840 eV. The frontier orbital gap is 6.19 eV. For the lowest unoccupied orbital energy, the calculation gives -0.01081 Ha. As for the largest force on an atom: 1.9 eV Å⁻¹.

Results of the Löwdin charge analysis, in e, for atoms 1 through 2:
1. Li 0.540
2. C -0.362

***

Molecular formula: C20H29BClF5N5O16
Method: DFT, ωB97M-V/def2-TZVPD

Structure (ORCA input):
```
! wB97M-V def2-TZVPD RIJCOSX def2/J DEFGRID3
* xyz 1 1
C -4.379 -6.901 0.910
C -4.247 -5.532 0.079
C -2.765 -4.937 -0.033
Cl -1.484 -6.223 -0.440
N -2.747 -3.989 -1.202
C -3.267 -2.655 -0.862
N -2.674 -1.955 0.122
C -3.062 -0.588 0.543
O -2.329 0.363 0.157
N -4.219 -0.241 1.384
C -3.837 0.065 2.766
O -2.730 0.498 3.123
F -4.831 -0.104 3.779
N -4.385 -2.042 -1.606
C -4.303 -2.358 -3.068
C -4.699 -1.127 -4.032
N -5.505 -0.061 -3.384
B -5.707 -2.432 -0.995
O -6.384 -1.515 -0.074
O -6.414 -3.660 -1.269
H -5.088 -7.584 0.311
H -3.394 -7.397 1.192
H -4.932 -6.667 1.891
H -4.663 -5.598 -0.988
H -4.893 -4.749 0.642
H -2.400 -4.452 0.953
H -1.785 -3.833 -1.545
H -1.871 -2.389 0.611
H -4.724 0.547 0.938
H -4.975 -3.253 -3.366
H -3.238 -2.689 -3.381
H -3.714 -0.726 -4.485
H -5.286 -1.571 -4.921
H -5.067 0.282 -2.519
H -6.431 -0.493 -3.197
H -6.158 -1.841 0.838
H -7.364 -3.423 -1.129
C 1.379 1.292 1.507
C 0.901 1.717 0.156
O 2.050 1.577 -0.654
C 2.776 0.577 -0.081
O 3.670 -0.002 -0.626
O 2.355 0.310 1.189
F 0.532 3.019 0.158
H 1.851 2.107 2.063
H 0.580 0.868 2.118
H 0.090 1.103 -0.248
C 7.038 -0.059 -0.853
C 8.048 -0.889 -1.578
O 8.966 0.070 -2.062
C 8.920 1.098 -1.170
O 9.745 1.963 -1.097
O 7.824 1.019 -0.364
F 7.488 -1.523 -2.636
H 6.259 0.331 -1.514
H 6.563 -0.601 -0.034
H 8.571 -1.614 -0.947
C 11.124 4.173 1.188
C 10.928 5.523 1.800
O 10.271 5.234 3.017
C 10.697 3.988 3.372
O 10.569 3.520 4.466
O 11.292 3.343 2.330
F 10.108 6.288 1.040
H 10.252 3.836 0.620
H 12.000 4.133 0.541
H 11.856 6.065 2.003
C -4.859 5.247 0.724
C -4.646 4.198 1.768
O -5.242 3.049 1.196
C -5.119 3.210 -0.152
O -5.262 2.327 -0.950
O -4.806 4.492 -0.480
F -5.306 4.504 2.908
H -5.836 5.731 0.806
H -4.085 6.015 0.741
H -3.594 3.994 1.993
*
```

The HOMO energy comes out at -12.0393 eV. The frontier orbital gap is 6.55 eV. For the lowest unoccupied orbital energy, the calculation gives -0.20164 Ha. As for the largest force on an atom: 6.5 eV Å⁻¹.

Results of the Löwdin charge analysis, in e, for atoms 1 through 2:
1. C -0.110
2. C -0.236

***

Molecular formula: C7H28O7
Method: DFT, ωB97M-V/def2-TZVPD

Structure (ORCA input):
```
! wB97M-V def2-TZVPD RIJCOSX def2/J DEFGRID3
* xyz 0 1
C -1.692 -7.203 1.597
O -2.232 -7.296 2.882
H -2.432 -7.633 0.922
H -1.660 -6.172 1.244
H -0.729 -7.706 1.514
H -1.586 -6.903 3.474
C 2.815 -1.002 -5.175
O 2.463 -2.357 -4.949
H 3.359 -0.913 -6.115
H 1.958 -0.340 -5.297
H 3.424 -0.587 -4.371
H 3.254 -2.894 -4.867
C -0.423 -0.562 -0.520
O -1.487 0.162 -1.116
H 0.494 -0.125 -0.916
H -0.500 -0.315 0.539
H -0.430 -1.644 -0.654
H -2.307 -0.168 -0.743
C 0.618 4.550 -2.803
O -0.513 3.959 -3.431
H 0.299 4.883 -1.815
H 1.490 3.910 -2.677
H 0.953 5.431 -3.352
H -0.814 3.255 -2.853
C -5.543 -1.490 1.835
O -5.470 -1.664 0.484
H -5.306 -0.469 2.132
H -6.593 -1.653 2.076
H -4.848 -2.199 2.286
H -5.745 -2.568 0.316
C 5.170 2.008 1.305
O 4.518 1.671 2.528
H 4.541 2.011 0.415
H 5.640 2.976 1.480
H 5.857 1.182 1.121
H 5.171 1.691 3.232
C 0.055 4.297 3.279
O -1.108 5.093 3.330
H -0.205 3.264 3.509
H 0.522 4.203 2.299
H 0.805 4.647 3.988
H -1.781 4.672 3.870
*
```

Its energy above the lowest of the compared OMol25 structures with the same formula, charge and spin is 457.5 kJ/mol. The HOMO energy comes out at -10.1492 eV. The frontier orbital gap is 10.46 eV. For the lowest unoccupied orbital energy, the calculation gives 0.01154 Ha. As for the largest force on an atom: 2.7 eV Å⁻¹.

Results of the Löwdin charge analysis, in e, for atoms 1 through 2:
1. C -0.188
2. O -0.115